No. 1
Molecular formula: C9H8ClN2S
Method: DFT, ωB97M-V/def2-TZVPD

Last column: natural (NBO) charge in e.
CARTESIAN COORDINATES (ANGSTROEM)
1 N 1.400827 -1.020652 -0.463215  -0.692
2 C 1.257884 0.217219 -0.069004  0.341
3 C 2.306887 1.162476 0.049166  -0.323
4 C 1.965521 2.388467 0.577715  0.120
5 N 0.729742 2.576522 1.144930  -0.529
6 C -0.327793 1.763540 0.939242  0.281
7 Cl -1.775312 2.298355 1.843152  0.074
8 C -0.173559 0.538518 0.328322  -0.160
9 C -1.296666 -0.085337 -0.332853  -0.286
10 C -2.472700 -0.488024 0.198241  -0.203
11 C -3.473080 -0.693400 -0.785797  -0.265
12 C -3.076735 -0.473309 -2.032013  -0.344
13 S -1.396032 0.018775 -2.074209  0.404
14 H 2.224710 -1.217073 -0.950306  0.411
15 H 0.552663 -1.510012 -0.616114  0.426
16 H 3.245272 0.930259 -0.283264  0.251
17 H 2.675775 3.266631 0.792500  0.261
18 H 0.526679 3.587442 1.464556  0.462
19 H -2.475153 -0.289355 1.276697  0.245
20 H -4.504227 -1.200705 -0.743691  0.261
21 H -3.671370 -0.467692 -2.968562  0.267

Force components x, y, z for each atom (eV/Å):
0.2 0.6 0.1
-2.9 1.1 1.4
-3.1 1.2 0.9
0.8 0.5 1.3
0.6 3.1 -0.3
-0.7 -0.6 1.6
1.2 -0.4 -1.3
2.5 2.0 -0.7
-0.4 -0.6 -1.1
0.5 0.9 1.1
-3.0 -2.0 0.7
1.4 1.0 -2.0
-0.5 -0.1 0.0
1.2 -1.1 -0.8
-0.4 -1.0 -0.4
2.3 -0.3 -0.8
-1.0 -1.7 -0.7
0.3 -2.4 -0.4
-1.0 -1.0 -0.3
1.6 1.2 0.9
0.6 -0.3 0.9

Structure (SMILES): [NH2+]=c1cc[nH]c(Cl)c1-c1cccs1
Net charge: +1
HOMO: -0.453 Ha
Energy above the lowest of the compared OMol25 structures with the same formula, charge and spin: 0.0 kcal per mole

---

No. 2
Molecular formula: C9H8N2O2
Method: DFT, ωB97M-V/def2-TZVPD

Last column: natural (NBO) charge in e.
CARTESIAN COORDINATES (ANGSTROEM)
1 O 2.841331 -0.389358 1.102951  -0.583
2 C 1.624881 -0.138126 1.183384  0.653
3 N 1.005486 0.558893 2.170172  -0.603
4 C -0.477422 0.504244 2.214870  -0.311
5 C -1.067545 1.643235 1.389019  0.122
6 N -0.811736 1.526913 0.106509  -0.444
7 C -0.236771 0.395947 -0.477599  0.043
8 C -0.835463 0.197312 -1.739681  0.323
9 O -1.601135 1.270630 -2.197537  -0.697
10 C -0.621455 -0.909584 -2.510622  -0.258
11 C 0.318342 -1.838384 -2.047543  -0.167
12 C 1.042206 -1.531313 -0.769514  -0.173
13 C 0.715016 -0.484811 0.082563  -0.203
14 H 1.465807 0.506316 3.044906  0.410
15 H -0.946815 0.546155 3.213599  0.232
16 H -0.774257 -0.540667 1.587739  0.242
17 H -1.522212 2.581859 1.608550  0.213
18 H -1.740274 1.822586 -1.265217  0.509
19 H -1.034164 -0.901991 -3.516819  0.236
20 H 0.713523 -2.564812 -2.681819  0.216
21 H 1.942657 -2.255044 -0.497913  0.242

Force components x, y, z for each atom (eV/Å):
-2.3 0.5 0.9
2.2 -0.3 -0.8
-1.4 -0.3 0.5
-1.3 -1.2 -0.9
2.5 -2.0 -3.5
-0.8 0.9 2.2
-0.9 0.1 0.6
-0.7 2.5 0.1
-0.2 -0.4 2.7
1.1 -0.7 -0.4
1.0 3.1 3.5
0.7 -3.3 -1.9
-0.2 -0.4 -3.0
0.6 0.3 0.8
0.9 -0.5 -0.2
0.3 2.7 2.1
-0.5 0.2 1.1
0.8 -1.4 -2.8
-0.1 -0.4 0.2
0.3 -1.4 -0.7
-2.1 1.8 -0.5

Structure (SMILES): O=C1NCC=Nc2c(O)cccc21
Net charge: 0
HOMO: -0.309 Ha
Energy above the lowest of the compared OMol25 structures with the same formula, charge and spin: 66.7 kcal per mole

---

No. 3
Molecular formula: C9H8N2O2
Method: DFT, ωB97M-V/def2-TZVPD

Last column: natural (NBO) charge in e.
CARTESIAN COORDINATES (ANGSTROEM)
1 C -1.144949 2.293256 -0.322924  -0.273
2 C 0.066173 1.745926 -0.376254  0.031
3 C 0.353596 0.347883 0.063740  -0.076
4 C 0.778451 -0.628706 -0.861304  -0.184
5 C 1.335607 -1.823066 -0.386551  -0.217
6 C 0.907684 -2.209707 0.894781  -0.217
7 C 0.229895 -1.332275 1.705123  -0.216
8 C 0.198882 -0.009716 1.387199  -0.174
9 N 1.155440 2.419663 -1.071081  0.492
10 O 2.218899 1.809788 -1.282848  -0.362
11 O 0.939377 3.559530 -1.518482  -0.378
12 H -1.922869 1.818589 0.141273  0.229
13 H -1.191219 3.353450 -0.673188  0.239
14 H 0.819827 -0.308258 -1.883650  0.222
15 H 1.813293 -2.587693 -1.061700  0.229
16 H 1.075645 -3.239721 1.387210  0.225
17 H -0.185481 -1.579900 2.671328  0.218
18 H -0.095779 0.609674 2.124931  0.211
19 C -2.417582 -1.429671 -0.311194  0.099
20 N -2.976910 -0.570426 0.196184  -0.336
21 H -1.957981 -2.238621 -0.822592  0.238

Force components x, y, z for each atom (eV/Å):
2.9 2.9 -1.1
-0.7 -1.6 0.1
0.5 0.2 -0.4
1.1 0.6 0.8
-1.4 -1.2 -0.7
0.4 -2.2 1.0
0.7 -0.4 0.9
-0.2 -1.1 -2.5
1.5 1.4 -2.0
-1.8 0.9 0.8
0.3 -1.5 0.9
-1.9 -1.2 0.9
-0.4 -1.1 0.2
0.3 -0.2 -0.4
-0.5 1.1 0.8
0.0 1.6 -1.4
0.3 -0.5 0.1
-1.0 2.5 2.0
-0.3 0.1 0.0
0.0 0.1 0.1
0.3 -0.2 0.0

Structure (SMILES): C=C(c1ccccc1)[N+](=O)[O-].C#N
Net charge: 0
HOMO: -0.350 Ha
Energy above the lowest of the compared OMol25 structures with the same formula, charge and spin: 139.3 kcal per mole

---

No. 4
Molecular formula: C9H8N2O2S
Method: DFT, ωB97M-V/def2-TZVPD

Last column: natural (NBO) charge in e.
CARTESIAN COORDINATES (ANGSTROEM)
1 C 0.709187 -2.538304 -3.646266  -0.635
2 C 0.185541 -1.725316 -2.469583  -0.156
3 C 0.793274 -1.701823 -1.239425  -0.305
4 C 0.087706 -0.821079 -0.323899  0.260
5 O 0.575804 -0.585718 0.940317  -0.469
6 C 0.224419 0.612283 1.565866  0.132
7 C 0.174610 1.882320 0.838166  0.105
8 N -0.261565 3.009915 1.338738  -0.440
9 C -0.604531 2.985558 2.645241  0.707
10 O -1.196156 3.905137 3.139186  -0.610
11 N -0.409143 1.897023 3.417724  -0.562
12 C -0.091325 0.648771 2.880896  0.020
13 C -1.061334 -0.310339 -0.884744  -0.498
14 S -1.266789 -0.780205 -2.580312  0.422
15 H -0.126160 -3.118272 -4.020478  0.223
16 H 1.527142 -3.182027 -3.360545  0.227
17 H 1.061385 -1.881198 -4.462051  0.224
18 H 1.732181 -2.179626 -0.999698  0.233
19 H 0.419996 1.868639 -0.216333  0.212
20 H -0.710997 1.983466 4.363419  0.429
21 H 0.020316 -0.286351 3.449651  0.238
22 H -1.783562 0.317144 -0.375870  0.244

Force components x, y, z for each atom (eV/Å):
-0.7 1.2 -0.1
1.0 -0.8 0.0
-0.9 1.2 0.0
-0.7 -0.2 -1.3
0.0 0.5 0.3
-0.4 0.6 -0.6
-0.6 -0.2 0.4
1.7 -1.8 -1.7
-1.5 1.3 0.4
-0.6 1.7 0.9
1.2 -3.5 -0.2
0.6 0.2 -0.4
0.3 -0.1 0.0
1.0 -0.2 1.8
0.1 -0.4 -0.3
0.1 -0.2 0.2
-0.2 -0.2 0.3
-0.1 -0.1 -0.1
0.2 0.1 -0.1
-0.2 0.1 0.5
-0.4 0.8 0.2
0.1 0.0 -0.3

Structure (SMILES): Cc1cc(Oc2cnc(=O)[nH]c2)cs1
Net charge: 0
HOMO: -0.314 Ha
Energy above the lowest of the compared OMol25 structures with the same formula, charge and spin: 41.7 kcal per mole